Entry 1:
Molecular formula: C4H3FeLiO6
Method: DFT, ωB97M-V/def2-TZVPD

The geometry in XYZ format:
```
15
Properties=species:S:1:pos:R:3
O -0.11309 -2.22318 -3.41086
C -0.55997 -1.89080 -2.28770
O -1.36181 -2.58676 -1.62304
O -0.09753 -0.71560 -1.80039
C -0.59257 -0.21539 -0.60930
O -0.29090 1.14300 1.25520
C 0.37431 2.21480 1.80925
C 0.25060 0.47745 0.18365
O 1.50162 2.50911 1.41949
O -0.16732 2.57861 2.89221
Li -1.14821 -3.86604 -3.11939
Fe 0.50244 3.54147 4.33188
H -1.47334 -0.72308 -0.21587
H 1.20027 0.86229 -0.19101
H 1.97550 -1.10588 1.36586
```

Results
multiplicity	6
E	-1876.79136	Eh
M	209.8	g/mol
<S²>	8.776
total charge	-1


Entry 2:
Molecular formula: C4H3FeO5
Method: DFT, ωB97M-V/def2-TZVPD

The geometry in XYZ format:
```
13
Properties=species:S:1:pos:R:3
O 3.35082 0.51797 1.39346
C 2.55482 0.93975 0.61106
C 0.05387 -1.04468 -0.92915
C -1.15501 -1.21106 -0.03571
O -1.85190 0.01997 0.12357
C -1.13343 1.13126 0.10054
O -0.11079 1.08587 -0.68613
O -1.18465 1.99809 0.98560
O 1.20087 -1.25262 -0.45915
H -0.09651 -1.06162 -2.02548
H -0.81447 -1.54662 0.95358
H -1.83091 -1.97051 -0.45129
Fe 1.01729 2.39421 0.41911
```

Results
multiplicity	6
E	-1794.02777	Eh
M	186.9	g/mol
<S²>	8.764


Entry 3:
Molecular formula: C4H3HgO
Method: DFT, ωB97M-V/def2-TZVPD

The geometry in XYZ format:
```
9
Properties=species:S:1:pos:R:3
O 0.05565 -0.46544 1.25691
C -0.30675 0.16007 0.23044
C 0.06556 -0.28434 -1.09649
C -0.42412 0.31433 -2.21481
C -0.92000 0.90961 -3.22634
H -0.89225 1.08568 0.34404
H 0.87319 -1.02421 -1.14881
Hg 1.86583 -0.37163 2.96202
H -0.31712 -0.32409 2.89304
```

Results
multiplicity	2
ΔE to the lowest compared entry with this formula, charge and spin	3.6000	eV
E	-382.56194	Eh
M	267.7	g/mol
<S²>	0.865


Entry 4:
Molecular formula: C4H3HgO4
Method: DFT, ωB97M-V/def2-TZVPD

The geometry in XYZ format:
```
12
Properties=species:S:1:pos:R:3
C 3.09699 -2.11729 -0.28143
C 3.45805 -2.72925 0.86409
H 4.50837 -3.01240 1.00367
O 1.43732 -2.05210 -1.86410
C 1.79233 -1.67418 -0.74493
O 1.30151 -0.55637 -0.19812
H 3.62889 -2.41853 -1.24707
O 2.67847 -2.97324 1.91021
C 3.33259 -3.66732 3.01616
O 2.52555 -3.94245 3.88748
Hg 4.61309 -4.75247 4.53378
H 2.01074 0.09827 -0.14306
```

Results
multiplicity	2
E	-608.45711	Eh
M	315.7	g/mol
<S²>	0.761


Entry 5:
Molecular formula: C4H3I
Method: DFT, ωB97M-V/def2-TZVPD

The geometry in XYZ format:
```
8
Properties=species:S:1:pos:R:3
C -1.33803 -1.17866 0.44424
C 1.35266 0.84477 -0.36675
C -1.66949 -0.37539 -0.38405
C 1.26309 0.67164 0.78766
I 1.83030 0.69703 -2.32384
H -0.87734 -1.99097 0.84378
H -1.55164 0.55158 -0.74003
H 0.99045 0.78001 1.73899
```

Results
ΔE to the lowest compared entry with this formula, charge and spin	2.8322	eV
SMILES	C#CI.C#C
E	-451.71042	Eh
M	178.0	g/mol


Entry 6:
Molecular formula: C4H3IMoNO2S5
Method: DFT, ωB97M-V/def2-TZVPD

The geometry in XYZ format:
```
17
Properties=species:S:1:pos:R:3
Mo 4.81708 6.02074 6.37061
S 9.80994 6.78124 7.96428
C 8.42045 7.46140 7.49460
S 7.16149 8.04567 8.50701
C 5.86960 7.98028 7.29302
C 6.36897 8.02141 5.90914
S 5.36700 7.61456 4.51404
S 8.07376 7.86408 5.71483
S 4.20980 8.13412 7.66275
H 3.91967 4.81731 7.21279
O 2.78091 5.84695 5.26492
N 3.69974 5.05569 4.96552
O 3.57647 4.08560 4.28151
I 7.06349 4.36486 6.01476
C 6.04887 5.07271 7.85441
H 6.64957 5.47895 8.65282
H 5.71207 4.11791 8.24187
```

Results
multiplicity	3
ΔE to the lowest compared entry with this formula, charge and spin	0.0000	eV
E	-2716.22407	Eh
M	480.3	g/mol
<S²>	2.027
total charge	-1


Entry 7:
Molecular formula: C4H3IN2
Method: DFT, ωB97M-V/def2-TZVPD

The geometry in XYZ format:
```
10
Properties=species:S:1:pos:R:3
C -1.59193 0.30984 -0.61637
C -0.51656 2.37435 -0.06032
C 0.48221 0.14477 0.60798
C -0.35681 1.04579 -0.50536
N -2.42534 -0.44051 -0.42402
N -0.67145 3.46105 0.28449
I 2.46137 -0.00857 -0.09874
H -0.00564 -0.89377 0.47156
H 0.32178 0.59071 1.48718
H 0.25804 1.04114 -1.38780
```

Results
ΔE to the lowest compared entry with this formula, charge and spin	0.4267	eV
SMILES	N#CC(C#N)CI
E	-561.36575	Eh
M	206.0	g/mol


Entry 8:
Molecular formula: C4H3IO2
Method: DFT, ωB97M-V/def2-TZVPD

The geometry in XYZ format:
```
10
Properties=species:S:1:pos:R:3
C 0.02201 -0.26312 -1.19661
C -0.03589 -1.59334 -0.68587
C 0.52517 0.72970 2.35268
C -1.11709 0.44640 -1.10957
O 1.21909 0.09423 3.00035
O -0.16490 1.37564 1.70664
I 1.82366 -2.46423 -0.35996
H 0.91219 0.19782 -1.61774
H -1.99623 0.00100 -0.67474
H -1.18802 1.47589 -1.41519
```

Results
ΔE to the lowest compared entry with this formula, charge and spin	1.8806	eV
E	-602.28578	Eh
M	210.0	g/mol


Entry 9:
Molecular formula: C4H3InO
Method: DFT, ωB97M-V/def2-TZVPD

The geometry in XYZ format:
```
9
Properties=species:S:1:pos:R:3
C 0.32945 -1.70523 -0.73234
C 1.09066 -0.61813 -0.56937
H -0.56494 -1.66806 -0.07519
H 2.01635 -0.41070 -1.12589
C 0.81329 0.60188 0.40984
C -0.42273 0.75692 0.73048
O -1.62260 0.80652 0.82553
In -3.20212 0.86248 -0.05488
H 1.56264 1.37431 0.59182
```

Results
ΔE to the lowest compared entry with this formula, charge and spin	1.2695	eV
E	-418.56678	Eh
M	181.9	g/mol
total charge	+2


Entry 10:
Molecular formula: C4H3IrLi2O2
Method: DFT, ωB97M-V/def2-TZVPD

The geometry in XYZ format:
```
12
Properties=species:S:1:pos:R:3
C 1.59870 -0.60051 -0.12598
O 1.45220 -1.85671 0.14037
Ir -0.12884 0.06557 -2.05544
Li 1.35865 -2.81141 1.63157
H 2.23766 0.40976 0.43331
C 0.66846 0.28313 0.42323
C -0.21358 1.45925 0.20614
C -1.39906 1.39754 -0.45407
O -1.88246 0.35450 -1.25166
Li -1.83947 -0.54878 0.33684
H 0.23475 -0.40856 1.17755
H -2.08701 2.25623 -0.46185
```

Results
multiplicity	6
ΔE to the lowest compared entry with this formula, charge and spin	3.2989	eV
E	-423.48436	Eh
M	289.2	g/mol
<S²>	8.800
total charge	+1


Entry 11:
Molecular formula: C4H3KNaO6
Method: DFT, ωB97M-V/def2-TZVPD

The geometry in XYZ format:
```
15
Properties=species:S:1:pos:R:3
O -4.73959 -0.90048 -1.22382
C -3.75248 -1.02247 -0.45639
O -3.33297 -2.10389 0.01834
O -3.13072 0.14513 -0.13762
C -2.07546 0.15271 0.80219
O -0.29298 1.61518 1.06866
C 0.96918 2.05432 0.81322
C -0.81571 0.54085 0.30783
O 1.34001 2.03692 -0.39112
O 1.82797 1.84695 1.71259
H -2.12445 -0.68914 1.50017
H -0.85692 0.89104 -0.73241
Na -4.98520 -3.17304 -1.15050
K 4.07424 -0.08152 0.36048
H 0.92010 -0.38149 0.20627
```

Results
E	-1367.80904	Eh
M	209.2	g/mol
total charge	-1


Entry 12:
Molecular formula: C4H3Li2MgO2
Method: DFT, ωB97M-V/def2-TZVPD

The geometry in XYZ format:
```
12
Properties=species:S:1:pos:R:3
C -0.11233 0.70922 0.74854
O 0.66784 0.86017 1.65797
Li 0.36246 1.48863 3.46196
Mg 1.39482 -1.65838 -1.57869
C -1.76996 -1.15557 -0.65523
C -0.52272 -0.93086 -1.08480
C 0.23169 0.36162 -0.67510
O 1.60892 0.14662 -0.81679
Li 2.65664 0.67273 0.56821
H -1.81163 -1.26893 0.51775
H -0.13526 1.20055 -1.29631
H -2.57046 -0.42580 -0.84752
```

Results
multiplicity	2
ΔE to the lowest compared entry with this formula, charge and spin	2.3391	eV
E	-519.14129	Eh
M	121.3	g/mol
<S²>	1.406
total charge	+2